C5H28N2O9 | ωB97M-V/def2-TZVPD

Last column: natural (NBO) charge in e.
Atoms and positions in Å:
C: -0.5462 -3.6019 0.8734  -0.619
C: 0.7326 -2.7982 1.2863  -0.410
C: 1.3862 -2.2176 0.0602  -0.221
N: 0.7768 -0.8851 -0.1515  -0.623
C: 0.9174 -0.4109 -1.5375  -0.347
C: 0.1688 0.8812 -1.6871  0.714
N: 0.6621 1.8332 -0.7747  -0.889
O: -0.7655 1.0753 -2.4449  -0.642
H: -1.4138 -3.2175 1.4211  0.195
H: -0.8758 -3.3450 -0.1380  0.198
H: -0.3469 -4.6601 1.0104  0.219
H: 1.4987 -3.4231 1.7465  0.220
H: 0.3840 -2.1090 2.0297  0.212
H: 1.5197 -2.8515 -0.8290  0.181
H: 2.4444 -1.9272 0.1885  0.189
H: -0.2323 -0.9000 -0.0225  0.358
H: 0.4770 -1.1281 -2.2426  0.202
H: 1.9828 -0.3101 -1.7683  0.223
H: 1.0028 1.4372 0.1021  0.436
H: -0.0807 2.4803 -0.5070  0.401
O: 2.6879 3.4306 -1.8332  -0.968
H: 1.7932 3.0744 -1.6663  0.485
H: 2.7580 4.2712 -1.3753  0.463
O: -3.4491 2.6089 0.3128  -0.953
H: -3.5521 3.4214 -0.1931  0.490
H: -2.5108 2.4475 0.4275  0.465
O: 1.8954 1.4492 2.2706  -0.939
H: 2.7853 1.8130 2.3520  0.469
H: 1.6030 1.4336 3.1886  0.475
O: -1.4598 3.5559 -1.4382  -0.977
H: -1.6597 2.6275 -1.6430  0.493
H: -0.9741 3.7916 -2.2388  0.482
O: -0.6526 -0.5936 -4.5288  -0.947
H: -1.2719 -0.4454 -3.8071  0.481
H: -0.0018 0.0914 -4.3560  0.467
O: -2.2687 -0.8741 -1.1479  -0.967
H: -2.4790 -1.6607 -1.6570  0.487
H: -3.0242 -0.5654 -0.6400  0.489
O: 1.0794 -1.7948 4.0292  -0.944
H: 1.5242 -1.1605 4.6010  0.465
H: 0.1773 -1.4407 4.0174  0.479
O: -0.6461 0.1410 3.1627  -0.966
H: -0.8339 -0.4618 2.4367  0.485
H: -1.2120 0.9177 3.1112  0.487

The calculation puts the LUMO energy at -0.0026 Eh. The molar mass comes out at 260.28 u. Its energy above the lowest of the compared OMol25 structures with the same formula, charge and spin is 78.9 kcal/mol. As for the SMILES: CCCNCC(N)=O.O.O.O.O.O.O.O.O. The calculation puts the HOMO energy at -9.2 eV. The value obtained for the gap between HOMO and LUMO is 0.334 hartree.